The following is a quantum chemistry calculation of C30H41N7O3SSi2V as an isolated structure at a distorted geometry, from the Open Molecules 2025 dataset.

```
85
Properties=species:S:1:pos:R:3:forces:R:3
V 0.268238 0.126202 0.539827 2.9953 2.4477 0.9529
N 7.707774 2.090309 2.915910 -0.1953 0.2694 0.3655
C 6.576375 1.627458 2.276434 0.3183 -0.3901 2.3023
C 6.197074 1.876503 0.967512 -0.5313 -0.5164 -1.3084
C 5.202458 1.085324 0.346624 0.2925 -0.0040 1.1118
C 4.596978 0.068200 1.100875 -1.4940 0.1474 0.2119
C 4.733373 0.062561 2.491135 0.2215 -0.1636 0.7175
C 5.696388 0.829228 3.097135 0.2121 0.2549 -0.9372
S 3.483211 -1.116730 0.316618 2.3557 1.6973 -1.0697
O 3.402998 -0.544558 -1.024654 -1.3902 -1.2674 1.1213
O 3.971160 -2.442424 0.544648 -1.0409 0.4376 0.0686
N 1.873416 -0.990148 0.994863 -0.8205 1.1092 0.1870
C 1.492267 -1.097774 2.353987 -0.3159 0.1859 -2.5097
N 0.378674 -0.306772 2.484057 0.4683 0.4029 -0.5553
C -0.169920 -0.126082 3.694283 -0.2182 0.2580 -0.5045
C 0.185122 -0.992393 4.678086 0.6292 -0.6350 1.1451
C 1.298495 -1.849478 4.431145 0.1081 0.5067 -1.0558
N 2.012287 -1.867253 3.256142 -0.9665 -0.0274 2.2575
H 8.450625 2.657728 2.509097 -0.7535 -0.3192 -0.1145
H 7.768691 1.984229 3.939763 -0.0827 0.0213 -1.1624
H 6.707900 2.631557 0.379918 0.0178 -0.1040 0.0510
H 4.857955 1.261093 -0.661205 0.3946 -0.0598 -0.1415
H 4.082856 -0.532049 3.138172 0.3696 -0.1074 -0.3881
H 5.812273 0.796494 4.176229 0.1398 0.0393 -0.1684
H -0.808712 0.755063 3.807874 -0.0752 -0.9004 0.0724
H -0.345638 -0.945265 5.643864 0.6789 -0.1737 -0.5066
H 1.684603 -2.506216 5.195637 -0.0789 -0.0881 0.1437
C 1.197339 3.931498 2.903619 -0.4382 -1.3755 1.5607
Si -0.068312 3.365467 1.624235 -0.7459 2.5095 1.5553
C -0.663617 5.032869 0.899331 0.4539 -0.9061 -0.8063
C -1.659318 2.911406 2.534601 0.2398 -0.4474 0.5279
C 0.641650 2.103356 0.417424 1.5534 -1.5071 0.3851
Si 0.491669 2.671486 -1.411585 -0.3673 0.4852 -2.1053
C -1.303925 2.877101 -2.002970 0.7496 0.5786 1.5486
C 1.454867 4.213574 -1.921727 -0.0105 -0.6612 0.6896
C 0.997619 1.343388 -2.594872 -1.0012 -0.3035 -0.3343
H 0.672520 4.302138 3.825490 0.0542 -0.4057 -0.8174
H 1.791613 4.770949 2.629290 0.6109 0.5200 -0.6916
H 1.865344 3.130914 3.289370 -0.1833 0.4050 -0.3087
H -1.101757 5.682472 1.662628 0.3293 -0.2274 0.1045
H -1.456012 4.808674 0.193509 -0.2754 0.1928 -0.2418
H 0.125940 5.551555 0.347177 -0.1870 0.1245 0.2482
H -2.031925 3.804909 3.058646 0.3642 -0.1259 -0.1991
H -1.561805 2.143336 3.308438 -0.1820 0.2646 -0.1800
H -2.469123 2.621968 1.886709 -0.3950 -0.2205 -0.4279
H 1.788672 2.099171 0.668996 -1.5707 -0.1751 -0.4146
H -1.685430 3.849746 -1.702836 -0.2065 0.0974 -0.2496
H -1.881752 2.146991 -1.469897 -0.7025 -0.5671 0.1479
H -1.420374 2.719871 -3.059776 0.1048 -0.0099 -0.4187
H 1.028290 5.103625 -1.506086 -0.2893 0.5623 0.1567
H 1.344997 4.259988 -3.011153 0.1858 -0.0810 0.1583
H 2.500378 4.193698 -1.617264 0.1123 -0.0698 -0.2684
H 0.283308 0.516076 -2.551026 -0.1651 -0.1711 -0.0117
H 1.950246 0.905008 -2.553753 1.4939 -0.4284 0.1618
H 0.851261 1.759392 -3.605084 0.0963 -0.0039 0.3141
C -5.183224 -2.622371 -6.014604 1.2161 0.3101 -0.0867
C -4.731677 -3.181494 -4.687570 -0.4866 -0.7909 0.8319
C -3.358622 -3.439817 -4.466907 -1.6938 0.8232 -0.8574
C -2.897209 -3.972264 -3.299993 0.3097 -0.0629 0.4099
C -3.790178 -4.372993 -2.311369 -1.1102 0.4261 -0.6345
N -3.376173 -5.242901 -1.285228 -0.5550 -1.2950 1.6254
C -2.104254 -5.416738 -0.753570 -1.2937 -1.2904 -1.3180
O -1.668041 -6.508546 -0.500221 0.2440 0.1418 0.5901
N -1.313827 -4.289408 -0.649859 0.6685 1.4470 0.7061
C -1.721450 -2.995851 -0.362121 -0.0275 -0.0891 0.0709
C -2.995032 -2.625914 0.112678 -0.3883 0.1519 0.8015
C -3.247703 -1.313013 0.596215 -0.1719 -0.9493 -0.4837
C -2.361292 -0.310053 0.259096 0.3152 -0.5207 -0.7021
N -1.208892 -0.656840 -0.407371 -0.0166 -0.8353 1.4861
C -0.800730 -1.960725 -0.489504 -0.3243 0.4510 -1.3281
C -5.174249 -4.073471 -2.444456 1.2763 0.0464 -0.9723
C -5.639731 -3.521225 -3.658036 0.7298 0.3587 0.5845
H -4.233789 -2.468033 -6.556372 -0.6097 0.1026 -0.2515
H -5.668774 -1.639185 -5.944464 -0.0469 -0.3982 0.1156
H -5.788882 -3.309421 -6.603875 -0.1324 0.0165 0.1885
H -2.717348 -3.226584 -5.304233 0.5024 0.1268 0.0827
H -1.828922 -4.055895 -3.164827 0.0787 -0.5070 -0.0354
H -3.948287 -6.120273 -1.170577 1.0105 1.3460 -0.2880
H -0.354781 -4.503852 -0.376982 -0.2722 -0.1168 -0.3482
H -3.732418 -3.436143 0.223334 0.2871 0.6192 0.0949
H -4.132115 -1.113085 1.214831 0.2968 -0.0346 -0.6060
H -2.520945 0.754515 0.438808 -0.0288 -0.2888 -0.0282
H 0.230921 -2.131400 -0.853364 -0.6939 0.0481 0.1341
H -5.827571 -4.305054 -1.617620 -0.2698 -0.1828 -0.0732
H -6.704080 -3.297411 -3.757241 0.3193 -0.1279 -0.0785
```
Forces are in eV/Å.

Properties
DFT total energy (eV): -100611.13964
HOMO-LUMO gap (alpha / beta) (eV): 4.168 / 4.875
LUMO (alpha / beta) (eV): -8.51 / -7.81
<S²>: 0.80
Charge: +2
Relative energy (zero: lowest compared OMol25 entry of this formula, charge and spin) (kcal/mol): 0.00
Multiplicity: 2